This record from OMol25 describes a cluster of 2 separate species, C4H10OS in total. The level of theory is ωB97M-V/def2-TZVPD.

For the frontier orbital gap, the calculation gives 9.71 eV. Its LUMO energy is 0.0359 Eh. As for the spin multiplicity: 1. The charge is 0. The energy above the lowest of the compared OMol25 structures with the same formula, charge and spin comes out at 179.0 kJ/mol.

CARTESIAN COORDINATES (ANGSTROEM)
C -0.774 -1.360 -0.629
S 0.317 -0.019 -1.428
C -0.262 -0.225 -3.119
H -1.828 -1.167 -0.808
H -0.403 -2.249 -1.175
H -0.566 -1.356 0.437
H 0.206 0.541 -3.747
H -1.280 0.151 -3.162
H -0.211 -1.209 -3.583
C -0.116 0.643 2.737
C 1.032 1.320 2.783
O 2.105 1.264 1.927
H -0.980 0.909 3.350
H -0.207 -0.019 1.881
H 0.904 2.342 3.091
H 2.063 0.432 1.445



This record from OMol25 describes the molecule C4H10OS. The level of theory is ωB97M-V/def2-TZVPD.

For the frontier orbital gap, the calculation gives 9.92 eV. Its LUMO energy is 0.0318 Eh. As for the spin multiplicity: 1. The charge is 0. The energy above the lowest of the compared OMol25 structures with the same formula, charge and spin comes out at 93.9 kJ/mol.

CARTESIAN COORDINATES (ANGSTROEM)
C 1.013 -1.045 -1.385
C -1.452 0.833 1.185
C 0.314 -0.599 -0.098
C -0.692 0.664 -0.126
O 1.235 -0.299 0.851
S 0.289 2.203 -0.434
H 0.373 -1.046 -2.207
H 1.732 -1.852 -1.264
H 1.825 -0.262 -1.688
H -0.757 0.880 2.061
H -2.066 1.804 1.215
H -2.120 -0.167 1.325
H -0.273 -1.394 0.256
H -1.339 0.501 -0.977
H 1.995 0.084 0.396
H -0.149 2.640 0.722



This record from OMol25 describes a cluster of 2 separate species, C4H10OS in total. The level of theory is ωB97M-V/def2-TZVPD.

For the frontier orbital gap, the calculation gives 9.31 eV. Its LUMO energy is 0.0328 Eh. As for the spin multiplicity: 1. The charge is 0. The energy above the lowest of the compared OMol25 structures with the same formula, charge and spin comes out at 99.5 kJ/mol.

CARTESIAN COORDINATES (ANGSTROEM)
C 2.969 -2.663 -1.118
S 1.218 -2.357 -0.734
C 1.036 -0.639 -1.270
H 3.446 -1.755 -1.475
H 3.421 -2.910 -0.173
H 3.059 -3.388 -1.916
H 0.142 -0.143 -0.903
H 0.887 -0.647 -2.350
H 1.906 -0.014 -1.090
O -3.099 2.388 -0.119
C -3.160 2.437 1.089
C -2.136 1.817 1.972
H -4.140 2.829 1.417
H -2.458 1.759 3.014
H -1.820 0.804 1.727
H -1.272 2.484 1.928



This record from OMol25 describes the molecule C4H10OS. The level of theory is ωB97M-V/def2-TZVPD.

For the frontier orbital gap, the calculation gives 9.86 eV. Its LUMO energy is 0.0246 Eh. As for the spin multiplicity: 1. The charge is 0. The energy above the lowest of the compared OMol25 structures with the same formula, charge and spin comes out at 87.2 kJ/mol.

CARTESIAN COORDINATES (ANGSTROEM)
C 0.015 -1.518 1.486
C -0.049 -0.823 0.179
C 1.390 -0.448 -0.346
C -0.837 0.434 0.369
H 0.433 -0.860 2.342
H -0.988 -1.845 1.762
H 0.813 -2.392 1.570
H -0.503 -1.406 -0.553
H 1.937 -1.380 -0.698
H 1.356 0.254 -1.218
H 1.697 0.973 0.934
H -0.187 1.143 0.880
H -1.802 0.328 0.954
H -2.631 1.251 -0.834
O 2.177 0.189 0.650
S -1.291 1.034 -1.279



This record from OMol25 describes a structure of composition C4H10OS. The level of theory is ωB97M-V/def2-TZVPD.

For the frontier orbital gap, the calculation gives 8.61 eV. Its LUMO energy is 0.0237 Eh. As for the spin multiplicity: 1. The charge is 0. The energy above the lowest of the compared OMol25 structures with the same formula, charge and spin comes out at 613.6 kJ/mol.

CARTESIAN COORDINATES (ANGSTROEM)
C -0.274 0.678 0.545
C -0.543 2.059 0.199
C -1.692 -0.499 -0.342
C 1.401 -1.653 0.526
O 2.299 0.703 -0.248
S 1.077 -0.032 -0.247
H -1.240 2.152 -0.579
H -1.117 2.467 0.997
H 0.525 2.605 0.063
H -2.150 0.106 -1.045
H -1.327 -1.443 -0.593
H -2.355 -0.800 0.389
H 1.483 -1.494 1.518
H 0.568 -2.205 0.375
H 2.349 -1.976 -0.120
H 0.995 -0.668 -1.438



This record from OMol25 describes the molecule C4H10OSi. The level of theory is ωB97M-V/def2-TZVPD.

For the frontier orbital gap, the calculation gives 10.41 eV. Its LUMO energy is 0.0284 Eh. As for the spin multiplicity: 1. The charge is 0. The energy above the lowest of the compared OMol25 structures with the same formula, charge and spin comes out at 0.0 kJ/mol.

CARTESIAN COORDINATES (ANGSTROEM)
C 1.567 -1.817 -0.409
C 0.991 -1.238 0.643
C -0.113 0.636 -1.649
C -0.586 1.544 1.425
O -1.867 -0.629 0.131
Si -0.450 0.123 0.167
H 2.444 -2.519 -0.204
H 1.258 -1.870 -1.463
H 1.382 -1.251 1.658
H 0.654 -0.078 -1.997
H -0.926 0.625 -2.373
H 0.314 1.657 -1.786
H 0.113 1.624 2.227
H -0.786 2.569 0.856
H -1.567 1.385 1.912
H -2.427 -0.761 0.865



This record from OMol25 describes the molecule C4H10OSi. The level of theory is ωB97M-V/def2-TZVPD.

For the frontier orbital gap, the calculation gives 10.26 eV. Its LUMO energy is 0.0351 Eh. As for the spin multiplicity: 1. The charge is 0. The energy above the lowest of the compared OMol25 structures with the same formula, charge and spin comes out at 159.4 kJ/mol.

CARTESIAN COORDINATES (ANGSTROEM)
C -1.128 0.014 -1.030
C -1.011 0.346 0.227
C -2.077 -0.109 1.182
C 2.400 -0.548 -0.738
O 1.781 0.671 -0.395
Si 0.747 1.122 0.826
H -0.191 0.226 -1.698
H -1.961 -0.375 -1.575
H -2.945 0.232 0.721
H -2.027 0.400 2.179
H -2.069 -1.184 1.119
H 2.945 -1.043 0.011
H 3.064 -0.436 -1.580
H 1.702 -1.317 -1.228
H 0.666 2.508 1.252
H 1.029 0.172 1.997



This record from OMol25 describes the molecule C4H10P2. The level of theory is ωB97M-V/def2-TZVPD.

For the frontier orbital gap, the calculation gives 8.55 eV. Its LUMO energy is 0.0283 Eh. As for the spin multiplicity: 1. The charge is 0. The energy above the lowest of the compared OMol25 structures with the same formula, charge and spin comes out at 280.2 kJ/mol.

CARTESIAN COORDINATES (ANGSTROEM)
C 1.052 0.268 0.326
C 1.784 0.381 -1.002
C 1.074 -0.828 1.089
C -1.595 -1.276 -0.026
P -0.006 1.709 0.612
P -1.617 0.421 -0.202
H 1.427 1.290 -1.567
H 2.905 0.302 -0.818
H 1.574 -0.593 -1.417
H 0.909 -0.664 2.111
H 1.552 -1.816 0.791
H -2.171 -1.408 -0.904
H -2.120 -1.525 0.855
H -0.584 1.594 1.798
H -2.655 1.303 -0.155
H -1.527 0.841 -1.489